Entry 1:
{"formula": "C12H16N5O2PdS", "method": "wB97M-V/def2-TZVPD", "species": ["Pd", "N", "C", "S", "N", "N", "C", "C", "C", "C", "C", "C", "N", "H", "H", "H", "H", "H", "H", "H", "O", "C", "O", "C", "N", "C", "C", "C", "H", "H", "H", "H", "H", "H", "H", "H", "H"], "positions_angstrom": [[0.14788, 0.23881, 0.27096], [3.48869, -0.88902, 2.65245], [2.32970, -0.69836, 2.00465], [2.38784, 0.08359, 0.44057], [1.23792, -1.14708, 2.59470], [0.13162, -0.86853, 1.84814], [-1.01586, -1.29088, 2.24710], [-2.18434, -0.92058, 1.44232], [-3.48287, -1.20885, 1.82122], [-4.52028, -0.80940, 0.98868], [-4.23130, -0.14259, -0.18828], [-2.90506, 0.12415, -0.49627], [-1.90950, -0.25448, 0.29413], [4.36112, -0.69004, 2.19829], [3.48718, -1.47052, 3.47387], [-1.08374, -1.88373, 3.15066], [-3.67432, -1.73848, 2.74358], [-5.54528, -1.02149, 1.26097], [-5.01248, 0.17520, -0.86321], [-2.62246, 0.64800, -1.40024], [0.22883, 1.82463, -1.08274], [-0.02138, 2.83340, -0.35427], [-0.49179, 2.84502, 0.79087], [0.37765, 4.17084, -0.98550], [0.03973, 5.22229, 0.05059], [1.32756, 5.86706, 0.49507], [2.23860, 5.69722, -0.70663], [1.89073, 4.29902, -1.21560], [-0.20474, 4.35885, -1.88466], [-0.40604, 4.65279, 0.80771], [-0.62108, 5.90755, -0.30336], [1.67644, 5.29913, 1.35609], [1.13157, 6.89288, 0.79505], [3.28601, 5.80043, -0.43204], [2.01357, 6.45366, -1.46131], [2.41371, 3.53056, -0.64429], [2.13766, 4.15458, -2.26370]], "mulliken_charge": [0.554, -0.377, 0.748, -0.403, -1.245, 0.523, -0.483, 0.925, -0.771, -0.143, -0.751, -0.246, -0.284, 0.198, 0.249, 0.397, 0.375, 0.431, 0.384, 0.485, -0.728, 0.872, -0.783, -0.106, -0.056, -0.594, -0.577, -0.677, 0.394, 0.323, 0.375, 0.292, 0.388, 0.368, 0.300, 0.250, 0.391], "max_force_ev_per_a": 0.96, "e_homo_ev": -10.83, "charge": 1, "e_tot_ev": -38559.9143, "de_lowest_kj_mol": 7.1, "e_lumo_ev": -3.30}



Entry 2:
{"formula": "C2H4N2OS2", "method": "wB97M-V/def2-TZVPD", "species": ["O", "N", "C", "S", "C", "N", "S", "H", "H", "H", "H"], "positions_angstrom": [[0.93122, 1.64281, -0.68397], [1.84843, 1.17906, 0.19908], [1.92269, -0.06493, 0.44702], [1.10474, -1.48823, -0.27625], [-0.61245, -1.20245, -0.22073], [-1.13342, -0.05892, -0.00788], [-2.84146, 0.04264, 0.00630], [0.12374, 1.08689, -0.61606], [2.70302, -0.35085, 1.17078], [-1.17406, -2.12817, -0.39337], [-2.87244, 1.34213, 0.37508]], "mulliken_charge": [-0.327, -0.266, -0.036, -0.138, 0.146, -0.526, -0.140, 0.402, 0.390, 0.329, 0.165], "smiles": "O/N=C\\S/C=N/S", "max_force_ev_per_a": 0.64, "e_homo_ev": -9.00, "charge": 0, "e_tot_ev": -28834.0443, "de_lowest_kj_mol": 293.2, "e_lumo_ev": 0.37}



Entry 3:
{"formula": "C5H13N2O", "method": "wB97M-V/def2-TZVPD", "species": ["N", "C", "C", "N", "C", "C", "C", "O", "H", "H", "H", "H", "H", "H", "H", "H", "H", "H", "H", "H", "H"], "positions_angstrom": [[3.69488, 0.00608, 0.32825], [2.65405, -0.61710, -0.26133], [1.08398, -0.05037, 0.22560], [0.13756, -0.83621, -0.51900], [-1.16001, -0.21531, -0.76684], [-1.85976, 0.21820, 0.52108], [-3.26090, 0.72560, 0.24147], [1.01030, 1.16301, 0.10633], [3.65352, 1.01571, 0.33317], [3.98236, -0.35735, 1.23295], [1.04041, -0.39701, 1.28955], [2.68174, -0.47533, -1.34842], [2.64196, -1.68529, -0.02661], [0.51150, -1.18565, -1.40144], [-1.75233, -0.96172, -1.30234], [-1.04614, 0.67245, -1.39992], [-1.27116, 0.99259, 1.00963], [-1.87346, -0.63607, 1.21204], [-3.24114, 1.57006, -0.45211], [-3.72845, 1.10391, 1.15791], [-3.89892, -0.05019, -0.17996]], "mulliken_charge": [-0.319, -0.757, 0.355, -0.201, -0.562, -0.351, -1.347, -0.373, 0.299, 0.312, 0.300, 0.415, 0.406, 0.302, 0.442, 0.342, 0.363, 0.311, 0.355, 0.346, 0.363], "max_force_ev_per_a": 3.67, "e_homo_ev": -14.29, "charge": 1, "e_tot_ev": -10412.6686, "de_lowest_kj_mol": 533.3, "e_lumo_ev": -8.05}



Entry 4:
{"formula": "C5H14N4", "method": "wB97M-V/def2-TZVPD", "species": ["H", "N", "C", "N", "N", "C", "C", "H", "H", "H", "H", "H", "H", "H", "H", "C", "N", "C", "H", "H", "H", "H", "H"], "positions_angstrom": [[1.49264, -0.21265, 1.97101], [1.70021, 0.61916, 1.43001], [1.48669, 0.49981, 0.17529], [1.66411, 1.64157, -0.61154], [1.03599, -0.59804, -0.51068], [0.14379, -0.47007, -1.80692], [0.95978, -1.86482, 0.16988], [2.13517, 2.36431, -0.08664], [2.08695, 1.46163, -1.51115], [0.79337, -0.88707, -2.57897], [-0.75043, -1.08644, -1.82859], [-0.01891, 0.58698, -1.98487], [0.08471, -1.94012, 0.82982], [0.90796, -2.66207, -0.57110], [1.85214, -2.02425, 0.77860], [-2.24975, -0.69665, 0.84248], [-1.90293, 0.24750, 0.09446], [-1.70729, 1.56328, 0.62887], [-2.36718, -0.60983, 1.92932], [-2.41662, -1.67373, 0.40843], [-2.43030, 2.23072, 0.16366], [-0.71318, 1.90352, 0.34606], [-1.78693, 1.60723, 1.72258]], "mulliken_charge": [0.255, -0.787, 0.459, -0.443, 0.099, -1.097, -1.266, 0.287, 0.225, 0.376, 0.356, 0.412, 0.307, 0.343, 0.448, -0.503, -0.191, -0.733, 0.276, 0.363, 0.300, 0.182, 0.331], "smiles": "[H]/N=C(/N)N(C)C.C=NC", "max_force_ev_per_a": 3.02, "e_homo_ev": -8.42, "charge": 0, "e_tot_ev": -11371.2433, "de_lowest_kj_mol": 113.0, "e_lumo_ev": 0.94}



Entry 5:
{"formula": "H3OP", "method": "wB97M-V/def2-TZVPD", "species": ["O", "P", "H", "H", "H"], "positions_angstrom": [[-1.50610, 0.24455, 0.05022], [0.88995, 0.42654, -0.05283], [-1.92659, 1.11866, 0.05684], [0.82116, -0.17279, 1.41537], [0.90706, -0.88162, -0.64148]], "mulliken_charge": [-0.683, 0.173, 0.288, 0.117, 0.105], "max_force_ev_per_a": 4.89, "e_homo_ev": -10.19, "charge": 0, "e_tot_ev": -11381.6821, "de_lowest_kj_mol": 250.4, "e_lumo_ev": -1.42}



Entry 6:
{"formula": "C24H20LiN2P", "method": "wB97M-V/def2-TZVPD", "species": ["Li", "N", "P", "C", "C", "C", "C", "C", "C", "C", "C", "C", "C", "C", "C", "C", "C", "C", "C", "C", "N", "H", "H", "H", "H", "H", "H", "H", "H", "H", "H", "H", "H", "H", "H", "H", "C", "C", "C", "C", "C", "C", "C", "H", "H", "H", "H", "H"], "positions_angstrom": [[-0.91269, 0.00241, -0.40236], [0.85148, 1.88841, 1.46789], [1.13800, 0.09813, 1.38566], [1.59411, 0.03574, -0.41861], [1.64736, 1.13536, -1.26812], [2.01884, 0.98637, -2.60127], [2.33938, -0.26638, -3.09477], [2.28121, -1.37403, -2.25766], [1.90731, -1.22282, -0.93429], [2.67243, -0.00787, 2.20775], [2.78222, -0.75052, 3.42930], [3.96715, -0.86507, 4.10169], [5.15482, -0.24526, 3.61624], [5.06829, 0.48274, 2.41940], [3.88738, 0.61399, 1.72605], [-0.37358, 2.44946, 1.29584], [-0.75320, 3.65375, 1.93446], [-2.00920, 4.15414, 1.69500], [-2.89073, 3.47938, 0.84933], [-2.44494, 2.30647, 0.26946], [-1.22071, 1.81648, 0.47416], [1.44603, 2.32367, 2.15875], [1.39189, 2.11480, -0.88358], [2.04039, 1.85258, -3.25214], [2.61115, -0.38654, -4.13693], [2.50054, -2.36138, -2.64435], [1.83979, -2.09110, -0.28837], [1.89417, -1.23633, 3.82221], [3.99675, -1.44185, 5.02120], [6.09505, -0.34577, 4.14331], [5.96112, 0.95721, 2.01939], [3.86854, 1.17454, 0.79781], [-0.05822, 4.15032, 2.59986], [-2.31634, 5.07538, 2.17969], [-3.88910, 3.84246, 0.65133], [-3.06260, 1.70049, -0.38845], [-2.25853, -1.02126, -1.35497], [-3.20759, -1.88292, -1.81836], [-3.39057, -3.25756, -1.32911], [-4.37483, -4.09396, -1.78484], [-5.30522, -3.72315, -2.78115], [-5.15022, -2.42126, -3.30131], [-4.17862, -1.55393, -2.87349], [-2.70885, -3.60413, -0.55727], [-4.43607, -5.09397, -1.35324], [-6.07436, -4.39986, -3.13433], [-5.82908, -2.08140, -4.08526], [-4.11012, -0.56594, -3.32155]], "mulliken_charge": [0.675, -0.140, 0.149, -0.466, 0.433, -0.629, -0.332, -0.507, -0.425, 0.146, -0.667, -0.342, -0.636, -0.374, -0.502, 0.346, -0.934, -0.188, -0.789, -0.283, 0.033, 0.214, 0.346, 0.361, 0.330, 0.341, 0.300, 0.287, 0.334, 0.337, 0.325, 0.331, 0.342, 0.356, 0.398, 0.391, -1.306, 0.646, -0.660, -0.161, -0.679, -0.158, -0.576, 0.268, 0.263, 0.307, 0.264, 0.230], "max_force_ev_per_a": 0.62, "e_homo_ev": [1.65, 2.00], "charge": -2, "e_tot_ev": -37682.0619, "de_lowest_kj_mol": 4.0, "e_lumo_ev": [4.51, 4.50]}